Entry from OMol25: an isolated molecule of C17H21N7O3S2 in a non-equilibrium geometry (the ωB97M-V functional and the def2-TZVPD basis).

Computed properties:
frontier orbital gap: 9.24 eV
SMILES: CCCc1nc(SCC(=O)Nc2nnc(CC)s2)c2c(=O)n(C)c(=O)n(C)c2n1
spin multiplicity: 1
energy relative to the best compared isomer or geometry (same formula, charge and spin): 0.0 kcal per mole
calculated total energy: -56215.8090 eV

```
50
Properties=species:S:1:pos:R:3:forces:R:3:mulliken_charge:R:1
C -2.785897 -3.645435 -1.654629 0.12 -0.12 0.15 -1.222
C -2.303046 -4.016038 -0.258906 -0.13 0.06 -0.03 -0.125
C -2.972669 -3.151952 0.819228 0.09 -0.25 -0.08 -0.902
C -2.530875 -1.733475 0.691826 -0.14 0.19 0.08 0.036
N -1.250779 -1.489538 0.939319 0.26 -0.19 0.07 -0.284
C -0.805643 -0.253110 0.786571 -0.40 0.19 -0.11 -0.197
S 0.866231 0.111117 1.065095 0.68 -0.38 0.33 -0.026
C 1.467655 -1.592637 1.405926 -0.49 0.27 0.20 -0.877
C 1.752095 -2.257768 0.093747 -0.14 -0.07 0.26 0.374
O 1.106994 -3.165095 -0.371294 -0.03 -0.17 -0.08 -0.634
N 2.806297 -1.741983 -0.638857 0.06 -0.37 -0.71 -0.019
C 3.706697 -0.775640 -0.302388 0.92 0.59 -0.64 0.377
N 3.904923 -0.277077 0.867889 -1.18 -1.18 0.14 -0.027
N 4.855419 0.644605 0.902805 1.05 1.21 0.42 -0.627
C 5.420138 0.888556 -0.216052 -0.17 -0.44 -0.88 0.219
C 6.505169 1.871535 -0.442359 0.26 0.25 0.05 -0.104
C 6.919895 2.556918 0.853558 0.00 -0.03 -0.16 -1.260
S 4.767614 -0.091761 -1.538694 -0.29 0.03 0.94 -0.273
C -1.676093 0.781856 0.404703 -0.05 -0.46 0.07 -0.015
C -1.221755 2.139782 0.241892 -0.03 -0.09 0.00 1.140
O -0.067285 2.482546 0.421981 -0.20 0.25 -0.07 -0.714
N -2.215648 3.025693 -0.140875 0.10 0.22 -0.02 -0.013
C -1.864028 4.423002 -0.328037 0.08 0.31 -0.04 -1.140
C -3.543136 2.702945 -0.362323 -0.06 -0.05 -0.01 0.657
O -4.345562 3.544449 -0.693348 -0.05 0.19 -0.05 -0.651
N -3.903452 1.377233 -0.189139 -0.07 -0.04 -0.01 -0.008
C -5.282491 0.992231 -0.414563 -0.44 0.00 -0.11 -1.034
C -3.008927 0.420585 0.184228 0.87 -0.15 0.21 0.627
N -3.432104 -0.834183 0.320702 -0.49 0.26 -0.16 -0.408
H -3.864388 -3.767362 -1.735385 -0.12 0.02 -0.07 0.327
H -2.542066 -2.609601 -1.880335 0.00 0.12 -0.12 0.281
H -2.308752 -4.278240 -2.398794 0.01 -0.01 -0.13 0.394
H -2.534594 -5.063751 -0.059545 0.05 -0.02 0.04 0.387
H -1.222177 -3.883519 -0.197185 -0.01 -0.09 0.07 0.118
H -2.674933 -3.520097 1.802130 -0.05 0.04 0.05 0.284
H -4.057637 -3.193132 0.724641 0.00 -0.01 0.06 0.361
H 0.679021 -2.131113 1.926355 0.20 -0.09 -0.09 0.482
H 2.367950 -1.469750 2.002185 -0.12 0.00 -0.02 0.608
H 2.903605 -2.144072 -1.564093 -0.13 -0.01 0.24 0.259
H 7.358871 1.355663 -0.892328 -0.04 0.06 -0.03 0.302
H 6.157046 2.613037 -1.167900 0.07 -0.04 -0.02 0.287
H 7.280078 1.823437 1.568888 0.03 -0.01 0.11 0.303
H 6.069985 3.069125 1.294285 -0.03 0.05 0.09 0.302
H 7.708540 3.278358 0.656684 0.06 0.06 0.00 0.398
H -0.806160 4.526935 -0.098364 -0.12 0.01 -0.03 0.369
H -2.062310 4.719802 -1.357584 0.01 0.02 0.06 0.326
H -2.462655 5.045562 0.336039 0.04 -0.01 -0.06 0.327
H -5.828798 1.877271 -0.732297 0.07 -0.12 0.04 0.376
H -5.706693 0.593797 0.506209 -0.03 -0.01 -0.06 0.320
H -5.323662 0.220306 -1.181630 -0.05 0.02 0.05 0.317
```
Forces are in eV/Å.

***

Entry from OMol25: a structure of composition C17H22AuN6Se in a non-equilibrium geometry (the ωB97M-V functional and the def2-TZVPD basis).

Computed properties:
charge: +3
frontier orbital gap: 5.77 eV
spin multiplicity: 1
calculated total energy: -95936.2176 eV

```
47
Properties=species:S:1:pos:R:3:forces:R:3:mulliken_charge:R:1
Au -0.317251 0.071708 0.174017 -0.19 0.29 -1.12 1.460
C 0.548382 -2.118383 -1.772723 -0.10 0.17 0.14 -0.630
C 1.798491 -1.574455 -1.073769 0.02 -0.08 -0.07 -0.943
N 1.655767 -0.131384 -0.641783 -0.23 -0.04 0.36 -0.395
C 1.838452 0.821181 -1.797156 0.04 0.03 -0.01 -0.981
C 0.574210 1.547943 -2.144905 0.05 -0.15 0.04 0.781
C 0.495178 2.555018 -3.083933 -0.02 0.00 -0.10 -0.979
C -0.733659 3.156191 -3.328146 0.02 -0.06 0.07 -0.382
C -1.860508 2.747598 -2.618761 -0.03 0.01 -0.06 -1.076
C -1.730763 1.755442 -1.675246 -0.07 -0.04 0.05 0.948
C -2.831690 1.280884 -0.766486 -0.06 -0.01 -0.10 -1.039
N -2.455343 -0.067916 -0.245529 0.45 0.11 0.42 -0.543
C -2.599067 -1.110966 -1.323991 -0.09 -0.19 -0.06 -0.588
C -1.898287 -2.436415 -1.033044 0.16 0.18 0.02 -0.966
N -0.479244 -2.240426 -0.737840 0.02 -0.31 0.35 -0.146
N -0.531460 1.159261 -1.480091 0.00 0.40 0.07 0.088
H 0.786185 -3.064067 -2.264934 0.07 -0.01 0.03 0.531
H 0.204098 -1.430648 -2.551063 0.01 -0.02 -0.03 0.278
H 2.679534 -1.637349 -1.714547 -0.02 0.02 -0.01 0.500
H 2.003292 -2.160172 -0.176404 0.01 0.02 0.01 0.477
H 2.355685 0.055849 0.073075 0.09 0.02 -0.07 0.359
H 2.170871 0.239989 -2.659647 0.04 0.03 0.00 0.398
H 2.637443 1.526128 -1.564461 -0.04 0.02 0.07 0.601
H 1.384614 2.867667 -3.615640 -0.01 0.01 -0.01 0.565
H -0.813032 3.950093 -4.059877 0.00 -0.01 -0.01 0.478
H -2.824541 3.209493 -2.787870 0.01 0.01 0.00 0.563
H -3.783063 1.224966 -1.300222 -0.01 -0.02 0.03 0.502
H -2.960061 1.964703 0.074246 0.05 0.01 0.01 0.423
H -3.035721 -0.305179 0.557921 -0.05 0.04 -0.02 0.350
H -2.214267 -0.664465 -2.240094 0.00 -0.02 -0.01 0.370
H -3.665744 -1.295879 -1.471228 -0.01 0.08 0.03 0.496
H -2.078201 -3.115682 -1.870048 -0.05 0.05 -0.04 0.387
H -2.348116 -2.897852 -0.151644 -0.02 -0.06 -0.04 0.389
H -0.168830 -2.906427 -0.040396 -0.07 -0.18 -0.12 0.321
Se -1.163172 -1.902674 2.826327 0.07 -0.09 0.05 0.338
N -0.099787 -0.629886 2.054151 0.06 -0.18 0.25 -0.432
C 0.798151 -0.203529 2.952122 -0.13 -0.02 -0.05 1.646
C 1.779732 0.804791 2.802585 0.01 0.00 0.01 -0.685
C 2.599336 1.061431 3.862880 0.03 0.01 0.02 -0.689
C 2.503714 0.369816 5.115108 -0.02 0.00 -0.02 -0.687
C 1.561560 -0.578473 5.310249 0.00 0.02 -0.04 -0.624
C 0.674015 -0.890054 4.225986 0.09 -0.02 0.19 0.307
N -0.280750 -1.787178 4.328577 -0.06 0.03 -0.16 -0.591
H 1.844531 1.410334 1.907339 -0.02 -0.01 -0.05 0.455
H 3.350578 1.835831 3.769190 -0.02 0.01 0.00 0.433
H 3.185403 0.638153 5.910146 0.01 -0.01 -0.01 0.440
H 1.443352 -1.104991 6.247570 -0.02 -0.01 -0.01 0.493
```
Forces are in eV/Å.

***

Entry from OMol25: a structure of composition C17H22CeCl2O5 in a non-equilibrium geometry (the ωB97M-V functional and the def2-TZVPD basis).

Computed properties:
charge: -2
frontier orbital gap: 3.24 eV
spin multiplicity: 1
energy relative to the best compared isomer or geometry (same formula, charge and spin): 47.0 kcal per mole
calculated total energy: -66200.7365 eV

```
47
Properties=species:S:1:pos:R:3:forces:R:3:mulliken_charge:R:1
C 0.244217 -1.159233 -2.618486 -0.19 1.41 0.13 0.552
C 1.106825 -0.032109 -2.739444 -1.37 -0.14 0.56 0.370
C 0.303317 1.145253 -2.688556 -0.92 -1.38 0.09 0.813
C 2.577088 -0.047517 -2.856898 0.33 -0.13 0.02 -1.276
C -1.056526 0.738326 -2.558721 1.31 -0.74 -0.22 0.135
C -1.090523 -0.682903 -2.514879 1.13 0.96 -0.17 0.569
C -2.278900 -1.522897 -2.309081 -0.53 -0.60 0.20 -1.292
C 0.670093 -2.570164 -2.552073 0.04 -0.47 0.04 -1.508
C 0.811077 2.524447 -2.735227 0.02 0.38 0.03 -1.483
C -2.222613 1.641598 -2.469206 -0.19 0.04 -0.09 -1.846
Ce 0.898950 -0.268798 1.350851 -3.46 -2.07 -3.17 1.202
Cl 2.398699 1.445416 0.500968 1.23 1.35 -0.14 -0.408
Cl 2.584123 -2.059519 0.588404 0.39 -0.17 0.28 -0.516
O -0.748288 0.809484 0.654475 0.39 0.56 1.00 -0.543
H 2.961734 -1.061092 -2.696648 0.08 0.12 -0.01 0.318
H 3.023835 0.606358 -2.095003 0.22 -0.02 -0.24 0.201
H 2.894378 0.279714 -3.857453 0.28 0.08 0.03 0.290
H 1.640145 2.646654 -2.024245 0.09 0.20 -0.21 0.229
H 0.016956 3.222278 -2.439855 0.16 0.10 -0.11 0.345
H 1.146133 2.790246 -3.752075 0.15 0.28 0.16 0.242
H -1.974505 2.534825 -1.888316 -0.19 0.13 0.07 0.387
H -3.068074 1.129294 -1.999141 -0.01 0.20 0.04 0.402
H -2.543521 1.968398 -3.467290 -0.23 0.21 0.00 0.216
H -3.159956 -0.905103 -2.097516 -0.03 -0.13 -0.05 0.361
H -2.123084 -2.191849 -1.440618 -0.11 0.19 -0.32 0.141
H -2.499884 -2.128979 -3.203029 -0.16 -0.07 0.07 0.204
H 1.624458 -2.666389 -2.025140 -0.04 -0.13 -0.05 0.254
H 0.792197 -2.999048 -3.552968 0.06 -0.28 -0.16 0.289
H -0.066464 -3.158591 -1.996872 0.11 -0.01 0.00 0.295
H -0.999754 1.751506 0.761493 0.33 -0.90 -0.31 0.235
O -1.039298 -2.388382 0.254710 0.87 -0.26 2.76 -0.798
H -1.116777 -2.995034 1.058269 0.18 1.05 -1.51 0.033
O 0.286427 2.708722 5.303435 -0.03 -0.40 -0.48 -0.687
C 0.260533 1.639517 6.104310 0.07 -0.47 0.35 0.502
C 0.089651 1.856491 7.499196 0.18 -0.64 -1.08 -0.745
C 0.123688 0.760682 8.350837 -0.05 -0.11 -0.09 -0.115
C 0.310588 -0.546908 7.884929 0.13 -0.22 -1.05 -0.760
C 0.448088 -0.756342 6.488218 -0.09 -0.07 0.82 -0.196
C 0.414315 0.306857 5.584675 -0.19 0.60 0.44 -0.376
C 0.529563 0.076527 4.104886 0.33 -0.58 -0.98 1.660
O 0.588758 -1.091947 3.573978 -0.11 1.38 1.73 -0.764
O 0.608901 1.103585 3.323702 -0.10 -0.31 1.43 -0.972
H 0.416060 2.334553 4.374100 -0.04 0.35 0.34 0.527
H -0.063047 2.879348 7.841448 0.08 -0.30 -0.02 0.398
H -0.010402 0.933197 9.410901 0.02 -0.04 0.10 0.341
H 0.346703 -1.407636 8.572695 -0.04 0.61 -0.40 0.340
H 0.588515 -1.763336 6.078660 -0.10 0.41 0.18 0.437
```
Forces are in eV/Å.

***

Entry from OMol25: a structure of composition C17H22Cl4OPt in a non-equilibrium geometry (the ωB97M-V functional and the def2-TZVPD basis).

Computed properties:
charge: -2
frontier orbital gap (alpha / beta): 5.21 / 4.77 eV
spin multiplicity: 5
calculated total energy: -73367.0811 eV

```
45
Properties=species:S:1:pos:R:3:forces:R:3:mulliken_charge:R:1
C -0.742584 1.037587 -2.983992 -3.42 -1.68 -0.32 0.603
C -0.941228 -0.341280 -3.145016 -1.44 1.41 -0.40 0.379
C 0.315532 -0.965868 -3.061057 0.34 -0.91 -0.02 0.385
C -2.220465 -1.014573 -3.531355 0.17 0.13 -0.24 -1.223
C 1.269984 0.028964 -2.825275 1.52 0.71 0.17 0.632
C 0.611455 1.249936 -2.763565 3.42 0.80 0.65 0.683
C 1.220176 2.604735 -2.458201 -0.39 -0.84 -0.39 -1.490
C -1.817180 2.090815 -2.986133 0.64 -0.25 -0.02 -1.726
C 0.565550 -2.440236 -3.179276 0.11 0.36 -0.01 -1.294
C 2.750420 -0.224776 -2.635667 -0.76 0.21 -0.22 -1.770
Pt -1.378052 -1.094298 -0.187552 1.17 2.42 0.34 0.892
Cl -2.082717 -3.131211 -0.547636 -1.04 -3.10 -0.45 -0.619
Cl -3.283222 0.049382 -0.473736 -1.04 0.79 0.19 -0.582
Cl 0.829729 -1.659971 0.177851 0.88 -0.10 0.33 -0.724
H -3.070377 -0.441049 -3.168812 -0.10 -0.05 -0.01 0.325
H -2.282379 -2.010909 -3.100191 -0.10 -0.11 0.03 0.302
H -2.297926 -1.104498 -4.627601 -0.07 -0.04 0.09 0.289
H -0.229488 -3.015177 -2.700508 0.01 0.04 -0.01 0.205
H 1.513080 -2.704786 -2.706086 -0.07 -0.01 -0.01 0.325
H 0.622210 -2.739156 -4.234601 -0.05 -0.01 0.00 0.342
H 2.909473 -1.072515 -1.971326 0.10 0.00 0.14 0.347
H 3.215957 0.662028 -2.211466 0.17 -0.08 0.09 0.388
H 3.225116 -0.440279 -3.597486 0.21 -0.05 -0.03 0.252
H 2.273540 2.489825 -2.221224 0.09 0.15 0.08 0.339
H 0.699384 3.024392 -1.596704 0.07 -0.12 0.27 0.302
H 1.118442 3.267836 -3.319990 0.03 0.14 -0.19 0.321
H -2.731161 1.697475 -2.549989 -0.08 0.01 0.00 0.343
H -2.015086 2.438526 -4.005510 -0.09 0.07 -0.07 0.253
H -1.480323 2.935313 -2.386636 -0.11 0.06 0.06 0.393
O 0.090824 2.047433 0.263004 2.63 -4.76 0.62 -0.924
H 0.703348 1.036031 0.362778 -2.76 4.72 -0.58 0.078
Cl -0.542417 2.590167 5.060367 -0.26 0.97 -0.10 -0.238
C -0.158961 0.993511 5.470013 0.31 -1.94 1.15 0.483
C -0.225741 0.576528 6.815973 0.27 -0.15 -1.81 -0.594
C 0.101161 -0.743542 7.140762 -0.10 -0.07 0.93 -0.246
C 0.499780 -1.665119 6.173056 0.04 0.88 -1.88 -0.618
C 0.582791 -1.268432 4.817193 -0.28 0.55 1.91 -0.526
C 0.251903 0.082838 4.426060 0.06 -0.56 1.27 0.899
C 0.336593 0.454680 3.112194 -0.35 0.47 -1.14 -0.987
H -0.527378 1.288779 7.557829 -0.10 0.18 0.32 0.400
H 0.038995 -1.060535 8.195554 0.03 0.19 -0.58 0.273
H 0.748817 -2.678311 6.432642 0.02 -0.24 0.16 0.357
H 0.883213 -1.966867 4.053956 0.02 -0.06 -0.17 0.434
H -0.116461 1.373317 2.723702 0.50 -0.29 -0.12 0.307
H 0.765679 -0.236730 2.393667 -0.18 0.14 -0.03 0.024
```
Forces are in eV/Å.

***

Entry from OMol25: a structure of composition C17H22ClGeIrNO2S (the ωB97M-V functional and the def2-TZVPD basis).

Computed properties:
charge: -1
frontier orbital gap: 7.10 eV
spin multiplicity: 1
energy relative to the best compared isomer or geometry (same formula, charge and spin): 5.8 kcal per mole
calculated total energy: -106287.5798 eV

```
46
Properties=species:S:1:pos:R:3:forces:R:3:mulliken_charge:R:1
Ir 0.476930 0.267093 0.119064 -0.18 -0.44 -0.19 2.360
C 0.482237 -3.366718 -2.183535 -0.07 -0.09 0.08 -1.885
C 0.861474 -2.519813 -0.987340 -0.01 -0.09 0.28 1.304
O 0.011537 -1.667707 -0.661698 0.30 0.33 -0.56 -0.876
C 2.091495 -2.770027 -0.278778 0.07 0.09 -0.11 0.471
C 2.780609 -3.976526 -0.567076 0.01 0.03 0.01 -0.899
C 3.923217 -4.354791 0.076564 0.00 0.03 0.04 -0.867
C 4.457240 -3.485611 1.055181 0.04 -0.04 -0.01 -0.290
C 3.847687 -2.309728 1.360774 -0.08 0.00 0.01 -0.697
C 2.627084 -1.879787 0.726956 0.02 -0.11 -0.04 0.660
O 2.144165 -0.768303 1.090100 -0.11 0.16 -0.01 -0.969
H -0.301988 -2.840294 -2.721071 0.00 0.00 0.00 0.343
H 0.095064 -4.337890 -1.865726 0.02 0.00 0.01 0.402
H 1.334865 -3.537127 -2.837482 -0.02 0.03 -0.03 0.448
H 2.365161 -4.642400 -1.311982 0.02 0.01 -0.01 0.293
H 4.408338 -5.293675 -0.154111 0.00 0.00 -0.01 0.365
H 5.375046 -3.757138 1.566253 0.00 0.00 0.00 0.350
H 4.258013 -1.632848 2.099260 0.00 0.00 0.00 0.412
S 0.616221 2.203181 1.350947 0.03 0.02 0.56 -0.563
C -0.010511 1.120757 2.558682 -0.08 0.03 -0.18 0.356
C -0.039374 1.222786 3.952505 -0.06 0.04 -0.09 -0.836
C -0.403595 0.116166 4.686535 -0.03 -0.12 -0.04 -0.131
C -0.719575 -1.082506 4.037085 -0.04 0.12 0.10 -0.944
C -0.685066 -1.114101 2.661099 -0.28 0.07 -0.22 -0.211
N -0.392982 -0.030543 1.936331 0.57 0.22 0.51 -0.486
H 0.269828 2.146808 4.420688 0.00 0.00 0.01 0.409
H -0.414913 0.163562 5.768754 -0.01 0.00 0.00 0.373
H -0.978698 -1.973520 4.590708 -0.01 0.00 0.01 0.413
H -0.926852 -2.005976 2.095823 0.08 -0.02 0.00 0.486
Cl 1.873109 0.907940 -1.666395 0.11 -0.27 -0.25 -0.585
C -3.412387 -1.098079 -1.075162 0.00 -0.02 0.03 -1.231
Ge -2.894783 0.720514 -0.524090 0.02 -0.01 -0.07 0.492
C -3.425438 0.919588 1.359640 0.00 0.06 0.01 -1.159
C -4.085734 1.960730 -1.500405 -0.05 -0.03 -0.01 -1.250
C -1.047329 1.095360 -0.989315 -0.30 0.03 0.11 -1.047
H -4.455335 -1.307105 -0.826185 0.00 0.00 0.00 0.421
H -2.773495 -1.833489 -0.584035 0.00 -0.01 -0.01 0.331
H -3.284019 -1.209391 -2.153746 0.01 -0.01 0.00 0.316
H -4.511278 0.821202 1.433912 0.00 0.03 0.01 0.438
H -3.138772 1.904003 1.734763 0.01 -0.01 0.01 0.301
H -2.965346 0.168004 1.997730 -0.02 -0.02 0.01 0.314
H -5.136009 1.714900 -1.324527 0.00 0.01 -0.01 0.349
H -3.896397 1.917466 -2.574539 0.01 0.00 0.00 0.346
H -3.912848 2.985882 -1.167014 0.01 0.00 0.00 0.358
H -0.957248 2.184991 -1.061621 0.05 0.00 0.04 0.454
H -0.918146 0.721559 -2.013120 -0.03 0.00 0.00 0.362
```
Forces are in eV/Å.